Below is a structure of composition C5H4 in a non-equilibrium geometry, with properties calculated with ωB97M-V/def2-TZVPD.

Structure (XYZ):
```
9
Properties=species:S:1:pos:R:3:forces:R:3
C -0.763076 -0.652955 -0.613261 -0.29 -1.25 0.27
C -1.386021 -1.364693 0.238305 0.13 0.57 -0.28
C 0.261419 0.100506 -1.279186 -0.73 -0.36 4.27
C 0.825943 0.538300 -0.140370 -0.80 -0.98 0.51
C -0.152397 -0.136634 0.879718 -0.44 2.87 -2.61
H 0.170421 0.301065 -2.243762 0.68 1.00 -4.11
H 1.626566 1.194012 0.138476 0.24 0.23 -0.22
H -0.748922 0.638366 1.325406 -0.66 0.59 -0.26
H 0.166067 -0.617967 1.694674 1.87 -2.66 2.44
```
Forces are in eV/Å.

Summary:
Frontier orbital gap (eV): 10.2
HOMO energy (eV): -9.3
ΔE to the lowest compared entry with this formula, charge and spin (kJ/mol): 258.3